Formula: C6H30B3O3Sr
Source: OMol25
Level of theory: the ωB97M-V functional and the def2-TZVPD basis

Values from the calculation:
expectation value of S²	0.755
E_HOMO (alpha / beta)	-10.0 / -9.8	eV
multiplicity	2
gap between HOMO and LUMO (alpha / beta)	10.38 / 4.61	eV

Element x y z (Å)
Sr 0.4995 -0.4140 -0.4195
B 0.5246 0.3986 -2.9022
H -0.4730 0.7937 -3.0163
H 1.0694 0.8638 -2.0953
H 0.4262 -0.6545 -2.6884
H 1.1311 0.5889 -3.7740
B 0.1881 -1.3813 1.9370
H 0.1239 -0.3064 1.8684
H -0.5455 -1.8594 1.3065
H 1.1065 -1.7030 1.4707
H 0.1325 -1.7163 2.9611
B 2.9910 -1.0493 -0.8741
H 3.4057 -2.0204 -0.6525
H 3.7190 -0.4964 -1.4473
H 2.1000 -1.2659 -1.4429
H 2.7312 -0.4736 0.0008
C 2.8792 3.3410 1.5636
C 2.6349 1.9405 1.0111
O 1.3074 1.9891 0.5776
H 2.7483 4.0656 0.7599
H 3.9474 3.4464 1.7532
H 2.3610 3.5687 2.4951
H 2.7480 1.2921 1.8800
H 3.3928 1.7377 0.2545
H 0.9073 2.8157 0.8573
C -2.8762 1.9860 1.3054
C -2.6379 0.6910 0.4837
O -1.6275 0.9673 -0.4586
H -3.5527 2.6643 0.7856
H -2.0045 2.5154 1.6902
H -3.3333 1.6621 2.2405
H -3.4449 0.3042 -0.1386
H -2.3299 -0.0603 1.2109
H -1.9852 1.7313 -0.9167
C -2.6820 -3.0298 -0.1846
C -1.8723 -2.5050 -1.3757
O -0.5225 -2.6169 -1.1724
H -3.7574 -2.9457 -0.3417
H -2.4622 -2.5785 0.7829
H -2.3581 -4.0657 -0.0840
H -2.3233 -1.5694 -1.7064
H -1.9907 -3.1031 -2.2792
H -0.2959 -3.5483 -1.2257

Formula: C6H30N2O8
Source: OMol25
Level of theory: the ωB97M-V functional and the def2-TZVPD basis

Values from the calculation:
total charge	+1
expectation value of S²	0.764
energy relative to the best compared isomer or geometry (same formula, charge and spin)	37.16	kcal/mol
E_HOMO (alpha / beta)	-13.0 / -13.0	eV
multiplicity	2
gap between HOMO and LUMO (alpha / beta)	8.98 / 5.49	eV

Element x y z (Å)
C -1.7606 1.8894 -2.0256
C -1.7096 2.6282 -0.6647
C -0.2255 2.9571 -0.3745
C 0.5663 1.7794 0.0081
C 1.0580 1.4357 1.2314
N 1.7114 0.1866 1.2426
C 2.5088 -0.1045 2.4278
N -2.6481 3.8038 -0.6693
H -2.6124 1.8676 -2.5516
H -1.7623 0.8419 -1.8810
H -1.0722 2.4296 -2.6681
H -2.0120 1.8444 0.0272
H -0.1150 3.7794 0.3435
H 0.4136 3.3587 -1.2669
H 0.7763 1.1219 -0.8427
H 0.9008 2.0692 2.1234
H 1.3182 -0.7285 0.8052
H 2.9067 -1.0825 2.3308
H 1.9121 -0.1220 3.3413
H 3.3374 0.6009 2.4701
H -2.1798 4.3490 -0.0369
H -3.5135 3.3811 -0.2848
H 1.1945 -0.2310 -2.5703
H 2.2135 -1.1244 -2.0265
O 1.5855 -1.0098 -2.8597
H 1.0998 -3.8818 -1.8013
H 0.4196 -2.5165 -2.2388
O 0.6384 -3.0089 -1.4562
H 1.7679 -3.5331 0.4910
H 3.0997 -3.4592 0.9011
O 2.2852 -2.9705 0.9289
H -2.2098 -1.9912 -0.7210
H -0.9517 -2.9538 -0.6227
O -1.6108 -2.5327 -0.2418
H 3.3170 -0.4461 -0.8521
H 2.8758 -1.8771 -0.4251
O 3.4696 -1.4113 -1.0031
H -0.1784 -1.4926 2.1033
H -1.3246 -2.1260 1.4674
O -0.9483 -1.9469 2.3174
H -3.7415 -0.0546 -1.2061
H -2.8101 -0.2242 0.0485
O -3.4346 -0.6538 -0.6317
H -1.0970 1.0258 2.3691
H -1.5607 -0.4195 2.5305
O -1.8982 0.5527 2.4138

Formula: C6H30NO8
Source: OMol25
Level of theory: the ωB97M-V functional and the def2-TZVPD basis

Values from the calculation:
total charge	+1
energy relative to the best compared isomer or geometry (same formula, charge and spin)	11.30	kcal/mol
E_HOMO	-12.1	eV
gap between HOMO and LUMO	9.66	eV

Element x y z (Å)
C 0.9875 -2.4919 -1.1480
C 1.4666 -1.8575 0.1439
C 0.4732 -2.0612 1.3517
C 0.5366 -0.0731 2.8231
C 1.0113 -1.2800 2.5311
C 2.0497 -1.9570 3.3618
N 0.5909 -1.4077 -2.0938
H 0.2267 -3.2773 -1.0839
H 1.7671 -3.1447 -1.5490
H 2.4248 -2.2356 0.4983
H 1.4700 -0.7731 0.0964
H -0.4526 -1.6165 0.9762
H 0.4454 -3.1023 1.6275
H 0.0145 0.5626 2.1210
H 0.8349 0.4287 3.7356
H 1.9890 -3.0019 3.5914
H 3.0290 -1.7826 2.8957
H 2.2286 -1.3721 4.2609
H -0.2422 -0.9706 -1.6593
H 1.4378 -0.8785 -2.3454
H 0.3536 -1.8797 -2.9510
H 0.0485 3.2960 0.7078
H -1.4295 3.1105 0.2119
O -0.5333 3.3328 -0.0540
H 1.0346 1.5458 -3.8392
H 1.9926 0.6359 -4.5177
O 1.1766 0.6002 -4.0009
H -3.3420 0.9567 0.6962
H -4.0809 1.1980 -0.7460
O -3.5985 0.5959 -0.1774
H -3.0354 2.4565 2.1452
H -2.0686 1.1750 2.2753
O -2.3341 1.9426 1.7302
H 3.5785 -1.7156 -2.4796
H 3.8172 -0.1777 -2.3034
O 3.1788 -0.8877 -2.1923
H -0.0788 2.8769 -1.6950
H -0.4410 3.3194 -3.1800
O -0.1530 2.5848 -2.6321
H -2.2274 0.2269 -1.2788
H -1.3431 1.0153 -2.3756
O -1.6520 0.1507 -2.0715
H -2.5865 0.3123 4.6844
H -1.6489 -0.4489 3.7453
O -1.8691 0.4404 4.0513

Formula: C6H30O12
Source: OMol25
Level of theory: the ωB97M-V functional and the def2-TZVPD basis

Values from the calculation:
SMILES string	OCCO.OCCO.OCCO.O.O.O.O.O.O
energy relative to the best compared isomer or geometry (same formula, charge and spin)	55.38	kcal/mol
E_HOMO	-9.9	eV
gap between HOMO and LUMO	9.29	eV

Element x y z (Å)
O -1.4873 1.6913 -3.3095
C -1.5177 1.2242 -1.9754
C -2.6620 1.8347 -1.1026
O -2.5356 3.2467 -1.2396
H -1.2041 2.6026 -3.2049
H -1.6933 0.1762 -2.2181
H -0.5523 1.4122 -1.5055
H -2.6790 1.3634 -0.1200
H -3.5895 1.5378 -1.5921
H -3.2947 3.6910 -0.8549
O 1.3795 -1.6921 -1.7174
C 1.5234 -0.6134 -2.5988
C 2.2011 0.5951 -1.9316
O 3.5390 0.3530 -1.4365
H 2.2832 -1.9616 -1.5379
H 2.0920 -0.8560 -3.4966
H 0.4938 -0.3632 -2.8545
H 1.7244 0.8521 -0.9856
H 2.2023 1.4777 -2.5713
H 3.4175 -0.0198 -0.5602
O 1.3556 1.4217 3.3891
C 0.4286 2.5194 3.2430
C -0.4039 2.2734 1.9692
O -1.1693 1.0952 2.0512
H 1.0231 0.9198 4.1368
H -0.3446 2.3723 3.9970
H 0.8269 3.5328 3.2934
H 0.2027 2.2484 1.0639
H -1.1176 3.0529 1.7024
H -0.7838 0.4574 1.4460
O 2.8331 0.0164 1.2424
H 2.5677 0.6402 1.9182
H 2.2079 -0.7040 1.3220
O -0.5027 -3.0478 1.4894
H -0.1198 -3.7487 0.9618
H -0.8037 -3.4843 2.2863
O -0.2268 -0.6560 0.3931
H 0.2986 -0.8934 -0.3710
H -0.3625 -1.4821 0.8571
O -0.8058 -2.7317 -2.9208
H -1.4148 -2.8688 -2.1952
H -0.0510 -2.2985 -2.5220
O 1.7131 -2.0676 2.8271
H 0.8771 -2.3904 2.4907
H 1.5155 -1.7700 3.7152
O -2.3245 -3.0990 -0.6723
H -3.0869 -2.5487 -0.4934
H -1.9729 -3.3106 0.1925

Formula: C6H30O12
Source: OMol25
Level of theory: the ωB97M-V functional and the def2-TZVPD basis

Values from the calculation:
SMILES string	OCCO.OCCO.OCCO.O.O.O.O.O.O
energy relative to the best compared isomer or geometry (same formula, charge and spin)	81.42	kcal/mol
E_HOMO	-9.6	eV
gap between HOMO and LUMO	9.45	eV

Element x y z (Å)
O 0.5067 -0.4715 1.5214
C 0.2640 0.6137 0.6728
C -0.7949 0.1955 -0.3483
O -0.2841 -0.6925 -1.4201
H 0.8568 -1.2072 1.0137
H -0.0429 1.4637 1.2823
H 1.2235 0.9590 0.2877
H -1.2941 1.0601 -0.7857
H -1.6093 -0.2725 0.2047
H 0.1468 -0.2861 -2.1755
O -1.8766 -5.9865 1.5331
C -1.5198 -5.6629 0.2040
C -1.2611 -4.1215 -0.0715
O -1.2068 -4.0187 -1.4470
H -2.8264 -6.1262 1.5305
H -0.6139 -6.2069 -0.0634
H -2.3844 -6.0709 -0.3196
H -0.3394 -3.9580 0.4869
H -1.9866 -3.5433 0.5007
H -0.7057 -3.2153 -1.6051
O 0.5765 2.1116 -4.2223
C 0.7137 2.4937 -2.8245
C -0.4582 3.2661 -2.2233
O -0.5067 4.5499 -2.8879
H 0.4576 2.9365 -4.6987
H 0.9934 1.7387 -2.0897
H 1.5644 3.1749 -2.8413
H -0.2318 3.5036 -1.1838
H -1.4421 2.8260 -2.3853
H 0.3482 4.7179 -3.2910
O -0.4074 3.8161 1.9932
H -0.0210 3.5496 2.8274
H -0.3357 4.7706 1.9895
O -3.2467 2.1566 2.1692
H -2.3997 2.5899 2.0637
H -3.8693 2.7368 1.7310
O -1.7708 -1.7820 2.9562
H -1.2648 -2.2448 3.6240
H -1.1692 -1.1202 2.6150
O 3.8071 0.5999 -1.3069
H 4.5181 0.1703 -1.7825
H 3.6661 0.0488 -0.5370
O 2.7274 -2.3509 0.8686
H 2.8410 -2.7659 1.7236
H 3.6011 -2.0361 0.6366
O 2.6769 2.5605 1.8556
H 2.5966 2.9920 2.7062
H 1.7835 2.5376 1.5128

Formula: C6H31O11
Source: OMol25
Level of theory: the ωB97M-V functional and the def2-TZVPD basis

Values from the calculation:
total charge	-1
energy relative to the best compared isomer or geometry (same formula, charge and spin)	98.93	kcal/mol
E_HOMO	-7.0	eV
gap between HOMO and LUMO	9.45	eV

Element x y z (Å)
C 1.1389 -0.2266 -0.9495
O 0.9172 0.7425 0.0607
C 0.2448 -1.3365 -0.7002
C 0.7072 -2.4866 0.3963
C -0.4759 -3.4007 0.8017
C -1.1800 -4.0596 -1.4724
C -1.4445 -3.4968 -0.3035
H 2.2675 -0.3044 -0.9395
H 0.8904 0.4427 -1.7729
H -0.7559 -1.0635 -0.4051
H 0.2011 -2.0006 -1.5282
H 1.5069 -3.0703 -0.3034
H 0.9345 -1.8271 1.1849
H -0.0739 -4.2981 1.0589
H -0.9608 -2.9657 1.7318
H -0.2242 -4.5530 -1.7819
H -1.8672 -4.1173 -2.3593
H -2.4423 -3.1131 -0.3298
H -3.6695 -0.3600 1.2293
H -2.3530 0.3917 0.7467
O -3.2963 0.0342 0.4917
H 0.0723 0.9952 -2.6748
H -1.4343 1.2478 -2.6233
O -0.7140 1.2097 -3.2153
H -0.9459 -0.3778 2.3340
H 0.3912 0.4468 0.9785
O -0.8654 0.3089 1.8439
H 0.6348 2.5643 1.4868
H -0.7737 2.0725 1.4796
O -0.2476 2.9469 1.5467
H 0.1878 3.6397 -0.6849
H 1.0996 2.3729 -0.3361
O 1.0826 3.2078 -0.8435
H -0.8115 2.4606 4.2673
H -1.3984 1.2037 3.7359
O -1.2917 1.7946 4.6855
H 2.6135 -1.3279 2.1255
H 3.5331 -1.9321 0.9098
O 3.4287 -1.1240 1.5260
H -3.3787 1.6033 -0.9960
H -2.8196 0.3304 -1.3128
O -3.0218 1.1948 -1.7515
H 2.9032 1.6360 0.1805
H 4.1818 1.0552 0.4430
O 3.7706 1.9007 0.5756
H 0.6078 3.5025 -2.8382
H 1.9742 3.8889 -2.6125
O 1.1563 4.2470 -3.0859

Formula: C6H32N2O8
Source: OMol25
Level of theory: the ωB97M-V functional and the def2-TZVPD basis

Values from the calculation:
SMILES string	CCNCCCCN.O.O.O.O.O.O.O.O
energy relative to the best compared isomer or geometry (same formula, charge and spin)	72.74	kcal/mol
E_HOMO	-9.2	eV
gap between HOMO and LUMO	9.25	eV

Element x y z (Å)
C -1.4008 1.1845 2.9400
C -0.4683 1.3630 1.7386
N -0.9771 0.6796 0.4871
C 0.1554 -0.1095 -0.0804
C 0.3544 0.1979 -1.5641
C 0.4493 -1.1661 -2.3520
C 1.6643 -1.9186 -1.8288
N 2.9008 -1.1282 -1.8611
H -1.7272 0.1576 2.9081
H -0.8443 1.3351 3.8669
H -2.2550 1.8458 2.8657
H -0.1807 2.3936 1.5116
H 0.4883 0.9300 2.0097
H -1.2115 1.3921 -0.1955
H 1.1018 0.1042 0.4212
H 0.1529 -1.1611 0.2140
H 1.3170 0.6286 -1.8387
H -0.4079 0.8514 -1.9768
H 0.3810 -1.0123 -3.4263
H -0.3724 -1.7808 -1.9734
H 1.5420 -2.3145 -0.8240
H 1.8777 -2.7993 -2.4438
H 3.1619 -0.5618 -2.6503
H 3.7086 -1.6296 -1.5262
O 0.4265 3.0367 -2.7831
H 0.6510 2.3196 -3.3863
H 0.9072 2.7767 -1.9882
O -1.7313 -3.1303 1.3383
H -2.0469 -3.1132 2.2441
H -1.8915 -2.2969 0.8868
O 2.3249 -0.7847 1.6582
H 3.1773 -1.2354 1.6599
H 2.1509 -0.5997 2.5899
O 3.3938 3.1612 0.6713
H 3.6682 2.3279 0.2938
H 2.7769 3.7090 0.1974
O -3.6398 0.3710 1.5814
H -3.7789 -0.5321 1.8689
H -2.8625 0.4734 0.9971
O -3.1260 -1.5739 -1.5402
H -2.3816 -0.9634 -1.5846
H -3.4667 -1.4623 -0.6464
O 0.9115 -3.2826 2.6651
H 0.9009 -2.4447 2.1793
H 0.3305 -3.7431 2.0405
O -2.0335 2.8563 -1.5612
H -2.7278 3.5182 -1.6142
H -1.3434 3.1312 -2.1888

Formula: C6H32O10
Source: OMol25
Level of theory: the ωB97M-V functional and the def2-TZVPD basis

Values from the calculation:
SMILES string	CO.CO.CO.CO.CO.CO.O.O.O.O
energy relative to the best compared isomer or geometry (same formula, charge and spin)	88.03	kcal/mol
E_HOMO	-9.2	eV
gap between HOMO and LUMO	9.68	eV

Element x y z (Å)
C 13.5770 28.5622 -22.9166
O 14.7466 27.6746 -22.9008
H 12.9396 28.3654 -22.0545
H 13.7848 29.6046 -23.1582
H 13.0393 28.1324 -23.7617
H 15.2667 27.9025 -22.1268
C 11.5224 31.1155 -28.1531
O 11.9096 30.0372 -27.3086
H 10.9314 31.9115 -27.7001
H 12.5044 31.4205 -28.5149
H 10.9834 30.6344 -28.9692
H 11.1613 29.6100 -26.8853
C 11.4125 22.1791 -24.7117
O 10.3013 21.8242 -23.9412
H 11.7238 21.3741 -25.3775
H 11.2483 23.0395 -25.3604
H 12.2440 22.4541 -24.0628
H 9.8756 22.6542 -23.7144
C 8.0819 24.9175 -25.7261
O 7.4125 25.9271 -24.9598
H 7.5736 23.9779 -25.5095
H 7.9651 25.2119 -26.7691
H 9.1228 24.7971 -25.4259
H 6.6373 25.4578 -24.6429
C 9.5253 24.9810 -22.1440
O 10.2922 24.5179 -23.2218
H 9.7825 25.9796 -21.7908
H 8.4554 25.0265 -22.3473
H 9.6357 24.2379 -21.3542
H 10.7466 25.2764 -23.5958
C 9.0559 28.3045 -27.5466
O 9.7785 28.6406 -26.3468
H 9.7056 28.4223 -28.4138
H 8.5339 27.3570 -27.4132
H 8.2001 28.9570 -27.7197
H 9.0836 28.6944 -25.6866
O 14.8483 26.5029 -25.3295
H 15.4936 27.0251 -25.8060
H 14.7977 26.9133 -24.4662
O 11.8067 25.1721 -28.2598
H 12.3594 24.9307 -27.5165
H 12.2572 24.8083 -29.0219
O 13.4264 24.3966 -25.8498
H 14.0091 24.0070 -26.5017
H 13.9753 25.0271 -25.3836
O 11.4584 26.3232 -25.2390
H 11.2076 26.8900 -25.9685
H 11.9992 25.6422 -25.6391

Number 1: electronic energy -577.1810 hartree. Number 2: electronic energy -957.6101 hartree. Number 3: electronic energy -903.0533 hartree. Number 4: electronic energy -1149.4090 hartree. Number 5: electronic energy -1149.3675 hartree. Number 6: electronic energy -1074.7459 hartree. Number 7: electronic energy -959.1558 hartree. Number 8: electronic energy -1000.0774 hartree.